w) One molecule with the formula C6H11NO3, computed with ωB97M-V/def2-TZVPD.

Computed properties:
- LUMO level: 0.0222 Ha
- HOMO level: -9.23 eV
- Gap between HOMO and LUMO: 9.832 eV

```
! wB97M-V def2-TZVPD RIJCOSX def2/J DEFGRID3
* xyz 0 1
C -1.16296 0.12913 0.10792
C -0.69663 0.57825 1.49449
C 0.74932 0.08333 1.85364
C 1.75577 0.23640 0.50659
C -0.06653 0.40279 -0.89178
C -0.71436 0.13924 -2.24731
H -1.68967 -1.49569 -0.82654
H -2.04350 0.75116 -0.15904
H -0.65499 1.63539 1.43411
H -1.34964 0.27346 2.31915
H 1.23879 0.52789 2.66354
H 0.76012 -0.94711 2.01941
H 1.91637 1.33271 0.46627
H 2.77757 -0.16768 0.76370
H 0.90063 -1.33092 -0.37926
H 0.24976 1.39292 -0.98511
H 0.18080 -1.59567 -2.03307
N 1.10275 -0.41176 -0.62249
O -1.45975 -1.26540 0.12031
O -0.26511 -1.03564 -2.76542
O -1.52875 0.76721 -2.83911
*
```

natural (NBO) atomic charges, in units of e: number 1, C, carries 0.086; number 2, C, carries -0.418; number 3, C, carries -0.405; number 4, C, carries -0.220; number 5, C, carries -0.204; number 6, C, carries 0.782; number 7, H, carries 0.469; number 8, H, carries 0.190; number 9, H, carries 0.205; number 10, H, carries 0.225; number 11, H, carries 0.206; number 12, H, carries 0.191; number 13, H, carries 0.195; number 14, H, carries 0.206; number 15, H, carries 0.361; number 16, H, carries 0.238; number 17, H, carries 0.489; number 18, N, carries -0.637; number 19, O, carries -0.720; number 20, O, carries -0.685; number 21, O, carries -0.551

***

x) One molecule with the formula C6H11NO3, computed with ωB97M-V/def2-TZVPD.

Computed properties:
- LUMO level: 0.0265 Ha
- HOMO level: -9.36 eV
- Gap between HOMO and LUMO: 10.078 eV

```
! wB97M-V def2-TZVPD RIJCOSX def2/J DEFGRID3
* xyz 0 1
C -0.92392 -1.10356 -1.06864
C -2.30873 -0.67143 1.17976
C -0.23303 1.94263 -1.19535
C 1.54934 -2.02358 0.33534
C 0.61509 1.03208 -0.42490
C -0.13648 -0.28489 0.02313
N -1.20042 0.18268 1.07004
O -1.54818 -0.58148 -1.96361
O -2.62254 -1.50909 0.33363
O 0.74488 -0.99202 0.86077
H -0.91271 -2.27294 -1.00979
H -2.97138 -0.48748 2.00569
H -1.08674 2.29564 -0.63013
H -0.73283 1.53141 -2.14221
H 0.44916 2.80495 -1.38740
H 1.84908 -2.46739 1.30861
H 2.31280 -1.63958 -0.26057
H 1.09149 -2.84986 -0.26089
H 1.05081 1.51313 0.41592
H 1.51431 0.50442 -0.88508
H -0.91304 0.76919 1.86764
*
```

natural (NBO) atomic charges, in units of e: number 1, C, carries 0.404; number 2, C, carries 0.537; number 3, C, carries -0.640; number 4, C, carries -0.258; number 5, C, carries -0.410; number 6, C, carries 0.332; number 7, N, carries -0.640; number 8, O, carries -0.543; number 9, O, carries -0.583; number 10, O, carries -0.547; number 11, H, carries 0.152; number 12, H, carries 0.136; number 13, H, carries 0.217; number 14, H, carries 0.253; number 15, H, carries 0.208; number 16, H, carries 0.207; number 17, H, carries 0.168; number 18, H, carries 0.176; number 19, H, carries 0.213; number 20, H, carries 0.204; number 21, H, carries 0.412

***

Consider the structures shown above. The least stable of them is x).